(1)
Below is C22H24N4O4S in the gas phase in a non-equilibrium geometry, with properties calculated with wB97M-V/def2-TZVPD.

Values from the calculation:
* HOMO-LUMO gap: 0.3129 Ha
* total energy: -48189.87145 eV
* relative energy (zero: lowest compared OMol25 entry of this formula, charge and spin): 223.1 kJ/mol

Each line ends with the Löwdin charge.
Positions of all 55 atoms, in Å:
C (7.787, 1.685, -1.700)  -0.0632
C (7.811, 0.732, -0.510)  -0.1928
N (6.573, -0.022, -0.419)  0.0050
C (6.406, -1.139, -1.160)  -0.1371
N (5.348, -1.870, -1.194)  0.0753
C (4.333, -1.462, -0.403)  -0.5261
S (2.832, -2.303, -0.276)  1.1408
C (2.249, -1.112, 0.856)  -0.4009
C (0.919, -1.325, 1.500)  -0.4913
O (0.740, -2.235, 2.286)  0.0701
N (-0.036, -0.420, 1.188)  -0.0486
C (-1.372, -0.571, 1.724)  -0.1075
C (-2.339, -0.956, 0.606)  -0.1516
N (-2.292, 0.050, -0.440)  -0.1753
C (-3.310, -0.173, -1.452)  -0.1598
C (-4.688, 0.042, -0.884)  -0.2280
C (-4.939, 1.173, -0.121)  -0.0407
C (-6.192, 1.429, 0.429)  0.0159
C (-7.183, 0.511, 0.178)  -0.2057
C (-6.940, -0.628, -0.590)  -0.1966
C (-5.703, -0.887, -1.127)  0.0522
O (-8.089, -1.369, -0.682)  0.0347
C (-9.064, -0.661, 0.053)  -0.1605
O (-8.491, 0.513, 0.587)  0.0331
C (-0.955, 0.124, -0.995)  -0.1637
C (0.026, 0.532, 0.108)  -0.1235
C (3.160, -0.136, 1.134)  -0.2481
C (2.937, 0.996, 2.076)  -0.0118
C (4.369, -0.330, 0.403)  -0.1056
C (5.558, 0.488, 0.419)  -0.3581
O (5.739, 1.507, 1.053)  0.0767
H (7.655, 1.136, -2.631)  0.0722
H (6.969, 2.393, -1.592)  0.0797
H (8.720, 2.238, -1.747)  0.0754
H (7.904, 1.302, 0.418)  0.1199
H (8.644, 0.030, -0.593)  0.1224
H (7.243, -1.443, -1.774)  0.1382
H (-1.342, -1.344, 2.493)  0.1246
H (-1.683, 0.381, 2.164)  0.1327
H (-3.355, -1.002, 1.000)  0.1254
H (-2.065, -1.954, 0.218)  0.1369
H (-3.141, 0.554, -2.254)  0.1293
H (-3.238, -1.183, -1.892)  0.1265
H (-4.130, 1.863, 0.055)  0.1132
H (-6.383, 2.306, 1.024)  0.1176
H (-5.529, -1.774, -1.715)  0.1245
H (-9.440, -1.294, 0.872)  0.1393
H (-9.902, -0.393, -0.611)  0.1393
H (-0.942, 0.878, -1.786)  0.1244
H (-0.632, -0.842, -1.426)  0.1324
H (1.039, 0.583, -0.291)  0.1211
H (-0.261, 1.515, 0.495)  0.1334
H (2.841, 1.930, 1.523)  0.0938
H (3.797, 1.100, 2.734)  0.0870
H (2.040, 0.835, 2.668)  0.0836

***

(2)
Below is a molecular structure, C22H24N4OP2Zr in a non-equilibrium geometry, with properties calculated with wB97M-V/def2-TZVPD.

Values from the calculation:
* HOMO-LUMO gap: 0.2138 Ha
* total energy: -51054.29272 eV
* charge: +2
* relative energy (zero: lowest compared OMol25 entry of this formula, charge and spin): 46.2 kJ/mol

Each line ends with the Löwdin charge.
Positions of all 54 atoms, in Å:
C (3.968, -0.815, 0.972)  -0.0248
C (2.640, -0.419, 1.076)  -0.2227
C (2.106, 0.356, 0.005)  -0.1745
C (2.889, 0.663, -1.120)  -0.1076
C (4.181, 0.192, -1.205)  0.0030
C (4.720, -0.530, -0.155)  -0.0323
C (2.171, 1.382, -2.258)  -0.1779
C (1.145, 2.383, -1.738)  -0.1084
C (0.423, 2.011, -0.603)  -0.1812
C (-0.654, 2.800, -0.131)  -0.2204
C (-0.956, 3.959, -0.842)  -0.0257
C (-0.237, 4.322, -1.969)  -0.0256
C (0.813, 3.534, -2.417)  0.0100
H (4.396, -1.391, 1.796)  0.1319
H (4.721, 0.427, -2.109)  0.1309
H (5.734, -0.877, -0.230)  0.1203
H (2.914, 1.914, -2.834)  0.1508
H (-1.807, 4.576, -0.515)  0.1350
H (-0.490, 5.216, -2.516)  0.1239
H (1.403, 3.782, -3.294)  0.1362
N (0.711, 0.720, 0.004)  -0.1625
Zr (-0.813, -0.672, -0.233)  1.4553
C (1.748, -0.885, 2.216)  -0.2567
H (1.295, -0.051, 2.763)  0.1022
H (2.296, -1.531, 2.903)  0.1053
C (-1.551, 2.344, 1.014)  -0.2559
H (-0.981, 2.102, 1.919)  0.1012
H (-2.309, 3.101, 1.253)  0.1061
P (0.381, -1.919, 1.565)  0.7714
P (-2.566, 0.854, 0.568)  0.7420
C (-3.733, 1.522, -0.643)  -0.2081
H (-4.443, 0.728, -0.914)  0.0692
H (-4.262, 2.365, -0.181)  0.0794
H (-3.210, 1.858, -1.548)  0.0647
C (-3.521, 0.418, 2.021)  -0.2195
H (-4.077, 1.308, 2.335)  0.0797
H (-4.208, -0.393, 1.739)  0.0724
H (-2.848, 0.070, 2.816)  0.0491
C (1.282, -3.388, 0.975)  -0.1951
H (1.666, -3.917, 1.857)  0.0779
H (0.598, -4.036, 0.411)  0.0518
H (2.115, -3.097, 0.321)  0.0655
C (-0.563, -2.507, 2.979)  -0.2169
H (-1.312, -3.222, 2.609)  0.0666
H (0.137, -2.996, 3.669)  0.0780
H (-1.067, -1.655, 3.456)  0.0486
C (1.514, 0.393, -3.109)  -0.1568
O (0.608, -0.318, -2.744)  0.0473
H (2.118, 0.589, -4.024)  0.1700
N (-1.598, -2.516, -0.693)  -0.1152
C (-2.206, -3.535, -0.839)  -0.2770
N (-2.688, -4.678, -0.908)  0.1556
C (-3.811, -5.056, -1.493)  -0.3132
N (-4.778, -5.487, -1.979)  0.1767

***

(3)
Below is C22H24N6O4 in the gas phase in a non-equilibrium geometry, with properties calculated with wB97M-V/def2-TZVPD.

Values from the calculation:
* HOMO-LUMO gap: 0.3002 Ha
* total energy: -40332.84690 eV
* relative energy (zero: lowest compared OMol25 entry of this formula, charge and spin): 311.7 kJ/mol

Each line ends with the Löwdin charge.
Positions of all 56 atoms, in Å:
C (3.397, 1.089, -1.876)  -0.0228
C (2.600, -0.086, -2.452)  -0.5374
C (2.229, 0.212, -3.905)  -0.0522
C (3.401, -1.390, -2.375)  -0.0179
N (1.355, -0.278, -1.718)  -0.0002
N (0.197, -0.422, -2.369)  0.0515
N (-0.711, -0.647, -1.518)  -0.0136
N (-0.213, -0.668, -0.289)  0.0811
C (1.078, -0.431, -0.396)  -0.2561
C (2.036, -0.329, 0.745)  -0.1009
N (1.459, -0.124, 2.053)  -0.1245
C (0.569, -1.188, 2.511)  -0.1199
C (1.252, -2.513, 2.474)  -0.2755
C (1.196, -3.526, 1.562)  -0.0312
C (2.067, -4.538, 2.035)  -0.0633
C (2.587, -4.063, 3.198)  -0.1234
O (2.101, -2.842, 3.472)  0.0561
C (0.936, 1.216, 2.276)  -0.1240
C (-0.291, 1.557, 1.469)  -0.1272
C (-1.543, 1.242, 1.877)  0.0285
C (-2.688, 1.451, 1.057)  -0.1448
C (-3.984, 1.087, 1.475)  0.0699
C (-5.011, 1.301, 0.604)  -0.1968
C (-4.800, 1.863, -0.668)  -0.1927
C (-3.556, 2.231, -1.101)  0.0833
C (-2.487, 2.018, -0.216)  -0.1795
N (-1.219, 2.374, -0.575)  0.1796
C (-0.081, 2.173, 0.167)  -0.4352
O (1.005, 2.512, -0.289)  0.0306
O (-5.992, 1.964, -1.320)  0.0464
C (-6.965, 1.434, -0.444)  -0.1553
O (-6.347, 1.043, 0.761)  0.0358
H (4.048, 0.771, -1.066)  0.0781
H (2.724, 1.862, -1.508)  0.0670
H (4.021, 1.519, -2.655)  0.0871
H (1.613, -0.583, -4.317)  0.0746
H (3.133, 0.305, -4.500)  0.0869
H (1.669, 1.142, -3.964)  0.0871
H (2.835, -2.209, -2.815)  0.0901
H (3.634, -1.644, -1.343)  0.0748
H (4.333, -1.278, -2.922)  0.0898
H (2.711, 0.507, 0.560)  0.1155
H (2.627, -1.254, 0.784)  0.1271
H (0.310, -0.955, 3.547)  0.1327
H (-0.344, -1.249, 1.904)  0.1082
H (0.601, -3.546, 0.671)  0.1100
H (2.271, -5.482, 1.573)  0.0976
H (3.282, -4.484, 3.898)  0.1169
H (0.716, 1.303, 3.343)  0.1280
H (1.732, 1.921, 2.018)  0.1273
H (-1.696, 0.798, 2.851)  0.1267
H (-4.147, 0.650, 2.445)  0.1292
H (-3.400, 2.656, -2.078)  0.1284
H (-1.078, 2.765, -1.500)  0.1660
H (-7.446, 0.561, -0.915)  0.1415
H (-7.728, 2.201, -0.237)  0.1409